Entry one
Formula: C3H4S2
Source: OMol25
Level of theory: ωB97M-V/def2-TZVPD

```
9
Properties=species:S:1:pos:R:3:lowdin_charge:R:1
C -0.181 0.287 0.394 -0.9052
C 0.664 2.396 -0.269 -0.7489
C -0.056 -1.106 -0.251 -0.1639
S 1.278 1.221 0.845 0.7858
S -0.700 1.521 -0.899 0.7629
H -1.065 0.191 1.135 0.1100
H 0.404 -1.170 -1.150 0.0377
H -0.891 -1.734 -0.265 0.0620
H 0.547 -1.607 0.459 0.0596
```

## Properties
molar mass = 104.199 g/mol
HOMO-LUMO gap = 8.88 eV
E_LUMO = 0.14 eV
E_HOMO = -8.7 eV


Entry two
Formula: C3H4S2
Source: OMol25
Level of theory: ωB97M-V/def2-TZVPD

```
9
Properties=species:S:1:pos:R:3:lowdin_charge:R:1
C 1.137 -0.449 -0.086 -0.7351
C 0.000 0.015 0.660 -0.3671
C -1.344 0.810 -0.072 -0.5655
H 0.854 -1.405 -0.672 0.0863
H -0.416 -0.856 1.215 0.0963
H 0.295 0.550 1.403 0.0106
H -0.796 1.736 -0.547 0.1066
S 2.670 0.069 -0.133 0.6792
S -2.588 -0.211 -0.143 0.6886
```

## Properties
SMILES = S=CCC=S
molar mass = 104.199 g/mol
HOMO-LUMO gap = 7.74 eV
E_LUMO = -1.04 eV
E_HOMO = -8.8 eV


Entry three
Formula: C3H4S2
Source: OMol25
Level of theory: ωB97M-V/def2-TZVPD

```
9
Properties=species:S:1:pos:R:3:lowdin_charge:R:1
C -0.690 -0.140 -1.029 -0.5826
C -0.292 -0.503 0.531 -0.2593
C 0.917 0.411 0.629 -0.7190
H -1.339 0.791 -1.023 0.0643
H -1.171 -0.125 1.084 0.0989
H -0.075 -1.511 0.789 0.0902
H 1.708 0.298 -0.115 0.0410
S -0.218 -0.870 -2.508 0.5819
S 1.161 1.649 1.641 0.6846
```

## Properties
SMILES = S=CCC=S
molar mass = 104.199 g/mol
HOMO-LUMO gap = 7.59 eV
E_LUMO = -1.36 eV
E_HOMO = -8.9 eV


Entry four
Formula: C3H4S2
Source: OMol25
Level of theory: ωB97M-V/def2-TZVPD

```
9
Properties=species:S:1:pos:R:3:lowdin_charge:R:1
C 2.447 -0.576 -0.395 -0.0006
C 1.920 -0.561 0.681 -0.0085
C -1.842 -0.107 0.638 -0.9855
S -1.883 1.477 -0.053 0.6145
S -2.790 -1.345 -0.097 0.5940
H 2.501 -0.956 -1.370 0.0061
H -1.521 2.137 1.073 -0.1301
H 1.909 -0.202 1.664 0.0101
H -2.927 -0.948 -1.470 -0.0999
```

## Properties
molar mass = 104.199 g/mol
HOMO-LUMO gap = 8.63 eV
E_LUMO = -0.28 eV
E_HOMO = -8.9 eV


Quick one: most stable of them? entry three


Entry one
Formula: H4OSSi
Source: OMol25
Level of theory: ωB97M-V/def2-TZVPD

```
7
Properties=species:S:1:pos:R:3:lowdin_charge:R:1
O 0.625 0.681 -0.149 -0.4830
Si 0.895 0.659 1.338 0.6537
S -1.708 -0.809 -1.502 0.5054
H -0.438 -0.444 -1.450 -0.2519
H 2.236 0.791 1.940 -0.0769
H -0.103 0.615 2.395 -0.0766
H -1.506 -1.493 -2.572 -0.2708
```

## Properties
SMILES = O=[SiH2].S
molar mass = 80.184 g/mol
HOMO-LUMO gap = 8.43 eV
E_LUMO = -0.66 eV
E_HOMO = -9.1 eV


Entry two
Formula: H4OSSi
Source: OMol25
Level of theory: ωB97M-V/def2-TZVPD

```
7
Properties=species:S:1:pos:R:3:lowdin_charge:R:1
O 1.210 0.823 0.137 -0.2512
Si 0.261 -0.410 -0.122 0.1571
S -1.744 0.306 0.347 0.4033
H 1.041 1.211 0.999 0.0504
H 0.569 -1.206 -1.345 -0.0394
H 0.341 -1.463 0.882 -0.0791
H -1.678 0.739 -0.899 -0.2409
```

## Properties
SMILES = O[SiH2]S
molar mass = 80.184 g/mol
HOMO-LUMO gap = 10.40 eV
E_LUMO = 0.56 eV
E_HOMO = -9.8 eV


Quick one: most stable of them? entry two


Entry one
Formula: C5H9N2O2
Source: OMol25
Level of theory: ωB97M-V/def2-TZVPD

```
18
Properties=species:S:1:pos:R:3:lowdin_charge:R:1
C 2.430 -2.582 0.025 -0.0762
C 1.972 -1.416 -0.514 -0.0105
C 0.463 -2.152 0.970 -0.0171
C -0.074 -0.040 -0.215 -0.1213
C -2.005 3.064 -0.265 -0.0661
N 1.539 -3.064 0.900 0.0728
N 0.727 -1.148 0.054 -0.1836
O -2.342 3.088 -1.601 0.1534
O -2.842 3.449 0.648 0.2147
H 3.296 -3.076 -0.138 0.0981
H 2.217 -0.667 -1.168 0.1004
H -0.440 -2.134 1.623 0.1517
H -0.943 0.115 0.548 0.0440
H 0.433 0.930 -0.459 0.0106
H -0.997 2.591 -0.005 0.1638
H 1.886 -3.709 1.585 0.1611
H -1.629 3.074 -2.215 0.1266
H -3.693 3.676 0.225 0.1777
```

## Properties
molar mass = 129.139 g/mol
net charge = +1
HOMO-LUMO gap (alpha / beta) = 5.19 / 3.49 eV
E_LUMO (alpha / beta) = -4.75 / -5.65 eV
E_HOMO (alpha / beta) = -9.9 / -9.1 eV


Entry two
Formula: C5H9N2O2
Source: OMol25
Level of theory: ωB97M-V/def2-TZVPD

```
18
Properties=species:S:1:pos:R:3:lowdin_charge:R:1
C 0.772 -0.528 0.915 0.0201
C 0.025 -0.698 -0.256 -0.2333
C 0.673 -1.912 -1.007 -0.0368
C -1.932 0.578 0.223 -0.0284
C -0.998 0.031 -0.781 -0.0006
N 0.999 0.606 1.520 0.0481
N 1.154 2.316 -0.093 0.0731
O 0.840 3.373 -0.303 0.2064
O 0.447 1.738 1.106 -0.0845
H 1.344 -1.410 1.196 0.1646
H 1.683 -2.121 -0.961 0.0366
H 0.529 -1.871 -2.193 0.1393
H 0.178 -2.907 -0.779 0.1128
H -2.092 1.559 0.007 0.0590
H -1.547 0.514 1.189 0.0633
H -2.867 -0.047 0.007 0.1560
H -1.069 0.072 -1.820 0.1203
H 1.860 0.708 2.030 0.1839
```

## Properties
SMILES = C/C=C(C)\C=[NH+]/ON=O
molar mass = 129.139 g/mol
net charge = +1
HOMO-LUMO gap = 8.37 eV
E_LUMO = -5.52 eV
E_HOMO = -13.9 eV


Entry three
Formula: C5H9N2O2
Source: OMol25
Level of theory: ωB97M-V/def2-TZVPD

```
18
Properties=species:S:1:pos:R:3:lowdin_charge:R:1
C -1.648 0.466 -0.325 -0.0969
C 0.920 -0.624 -0.347 -0.2771
C -1.073 0.353 -1.685 -0.0796
C 0.326 -0.390 -1.668 -0.0356
C 0.383 0.261 0.781 -0.3319
N -1.011 0.517 0.758 0.1129
N 0.565 -0.657 2.062 0.2317
O 1.482 -1.662 -0.029 0.1390
O 1.431 1.396 1.020 0.0373
H -2.801 0.516 -0.187 0.1735
H -1.666 0.034 -2.421 0.0815
H -0.968 1.421 -1.767 0.1391
H 1.072 0.031 -2.395 0.1645
H 0.056 -1.397 -2.068 0.1547
H 1.082 -1.401 1.507 0.1158
H -0.343 -0.837 2.507 0.1623
H 1.216 -0.122 2.779 0.2218
H 0.976 2.094 1.479 0.0870
```

## Properties
SMILES = [NH3+][C@]1(O)N=CCCC1=O
molar mass = 129.139 g/mol
net charge = +1
HOMO-LUMO gap = 10.17 eV
E_LUMO = -4.36 eV
E_HOMO = -14.5 eV


Quick one: most stable of them? entry three


Entry one
Formula: C2H5N2Si
Source: OMol25
Level of theory: ωB97M-V/def2-TZVPD

```
10
Properties=species:S:1:pos:R:3:lowdin_charge:R:1
C -0.391 -1.107 0.148 -0.3232
C 1.303 0.310 0.336 -0.2148
N 0.965 -0.881 0.550 0.0277
N 0.423 1.181 -0.371 -0.0534
Si -1.100 0.443 -0.719 1.0875
H -0.418 -2.213 -0.322 0.1504
H 2.211 0.662 0.606 0.1061
H 0.523 2.188 -0.409 0.1070
H -2.539 0.695 -0.924 -0.0068
H -0.977 -1.277 1.106 0.1195
```

## Properties
SMILES = C1=NC[SiH]=[NH+]1
molar mass = 85.162 g/mol
net charge = +1
HOMO-LUMO gap = 8.64 eV
E_LUMO = -6.39 eV
E_HOMO = -15.0 eV


Entry two
Formula: C2H5N2Si
Source: OMol25
Level of theory: ωB97M-V/def2-TZVPD

```
10
Properties=species:S:1:pos:R:3:lowdin_charge:R:1
C -0.434 1.290 0.099 -0.1027
C -1.185 -0.803 -0.083 -0.0495
N -1.430 0.476 -0.056 0.0205
N 0.254 -1.067 0.131 -0.0722
Si 1.276 0.378 -0.121 0.7903
H -0.767 2.326 0.394 0.1198
H -1.900 -1.662 -0.380 0.1851
H 0.464 -2.044 0.102 0.0882
H 2.240 0.484 -1.380 0.0230
H 1.481 0.623 1.293 -0.0025
```

## Properties
SMILES = C1=NC=[NH+][SiH2]1
molar mass = 85.162 g/mol
net charge = +1
HOMO-LUMO gap (alpha / beta) = 8.54 / 8.54 eV
E_LUMO (alpha / beta) = -6.71 / -6.71 eV
E_HOMO (alpha / beta) = -15.3 / -15.3 eV


Quick one: most stable of them? entry one


Entry one
Formula: CH7O3
Source: OMol25
Level of theory: ωB97M-V/def2-TZVPD

```
11
Properties=species:S:1:pos:R:3:lowdin_charge:R:1
C -0.626 -0.615 0.935 -0.4073
O 0.400 0.186 0.536 -0.4039
H -0.592 -1.638 0.544 0.0243
H -0.695 -0.764 2.054 0.0438
H -1.645 -0.238 0.640 0.0523
H -0.511 1.609 0.068 -0.0225
H -1.220 2.869 0.186 0.0064
O -1.140 2.160 -0.470 -0.1374
H 1.088 -2.378 -0.521 -0.0182
H 1.401 -0.899 -0.464 0.0011
O 1.487 -1.699 -1.062 -0.1386
```

## Properties
molar mass = 67.064 g/mol
net charge = -1
HOMO-LUMO gap = 7.75 eV
E_LUMO = 4.50 eV
E_HOMO = -3.3 eV


Entry two
Formula: CH7O3
Source: OMol25
Level of theory: ωB97M-V/def2-TZVPD

```
11
Properties=species:S:1:pos:R:3:lowdin_charge:R:1
C -0.047 0.704 -1.295 -0.3635
O -0.306 0.458 0.037 -0.4482
H -0.672 1.673 -1.659 0.0769
H 1.083 0.827 -1.406 0.0556
H -0.281 -0.188 -1.875 0.0264
H 0.759 -0.699 0.287 -0.0357
H 1.086 -2.083 -0.365 -0.0072
O 1.444 -1.436 0.243 -0.1446
H -1.266 -0.507 1.980 -0.0292
H -0.662 0.922 1.655 0.0571
O -1.137 0.329 2.397 -0.1874
```

## Properties
molar mass = 67.064 g/mol
net charge = -1
HOMO-LUMO gap = 7.87 eV
E_LUMO = 4.39 eV
E_HOMO = -3.5 eV


Entry three
Formula: CH7O3
Source: OMol25
Level of theory: ωB97M-V/def2-TZVPD

```
11
Properties=species:S:1:pos:R:3:lowdin_charge:R:1
C -0.258 -1.072 -1.304 -0.2359
O -0.820 -1.357 -0.045 -0.2027
H -0.513 -1.885 -1.987 0.0540
H -0.710 -0.165 -1.724 0.0632
H 0.821 -0.887 -1.242 0.0558
H -1.002 -0.452 0.354 -0.0129
H -1.114 1.306 1.561 -0.1356
O -1.145 1.158 0.609 -0.4955
H 0.969 1.301 1.665 0.0043
H 1.853 0.973 0.575 0.0189
O 1.916 1.079 1.538 -0.1136
```

## Properties
molar mass = 67.064 g/mol
net charge = -1
HOMO-LUMO gap = 8.14 eV
E_LUMO = 4.42 eV
E_HOMO = -3.7 eV


Quick one: most stable of them? entry one


Entry one
Formula: C2HClF2OS
Source: OMol25
Level of theory: ωB97M-V/def2-TZVPD

```
8
Properties=species:S:1:pos:R:3:lowdin_charge:R:1
C 1.361 -0.559 -0.998 -0.8739
C -0.060 -0.407 -0.610 -0.3690
O 1.678 -1.174 -1.931 0.1095
F 2.110 0.413 -0.411 0.0360
F -2.391 -0.987 -0.086 -0.3814
S -1.251 -1.316 -1.236 1.1748
Cl 1.411 -1.870 0.914 0.2418
H -0.221 0.211 0.191 0.0621
```

## Properties
molar mass = 146.545 g/mol
HOMO-LUMO gap (alpha / beta) = 7.51 / 7.51 eV
E_LUMO (alpha / beta) = -2.78 / -2.78 eV
E_HOMO (alpha / beta) = -10.3 / -10.3 eV


Entry two
Formula: C2HClF2OS
Source: OMol25
Level of theory: ωB97M-V/def2-TZVPD

```
8
Properties=species:S:1:pos:R:3:lowdin_charge:R:1
C 1.081 0.280 -0.470 -0.5592
C -0.153 -0.140 0.351 -0.7476
O 1.566 -0.151 -1.457 0.1603
F 1.694 1.289 0.185 0.0952
F -2.566 0.307 -0.203 -0.4645
S -1.363 -0.621 -0.906 0.9753
Cl 0.187 -1.605 1.538 0.4955
H -0.446 0.641 0.962 0.0450
```

## Properties
SMILES = O=C(F)[C@H](Cl)SF
molar mass = 146.545 g/mol
HOMO-LUMO gap = 9.47 eV
E_LUMO = -0.80 eV
E_HOMO = -10.3 eV


Quick one: most stable of them? entry two